Computed, not measured: a cluster of 4 separate species, C36H83N4O8 in total at a distorted geometry, with ωB97M-V/def2-TZVPD.

Last column: Löwdin charge in e.
Cartesian coordinates (Å):
C1 3.020 -3.614 6.715  -0.1278
O1 2.348 -4.757 6.014  -0.2720
C2 2.645 -4.513 4.565  -0.2046
C3 1.337 -4.734 3.595  -0.1597
C4 1.732 -5.265 2.063  -0.2114
C5 2.038 -4.001 1.056  -0.2081
C6 2.526 -4.475 -0.468  -0.2129
C7 3.588 -3.428 -1.164  -0.2279
C8 5.169 -3.934 -1.087  -0.2141
C9 5.833 -3.302 0.313  -0.2096
C10 6.198 -1.745 -0.033  -0.2308
C11 6.540 -0.794 1.252  -0.2346
C12 6.363 -1.493 2.721  -0.2293
C13 6.260 -0.375 3.962  -0.3654
N1 5.409 0.825 3.616  -0.2186
C14 3.952 0.624 3.969  -0.3752
C15 3.145 -0.442 3.019  -0.2179
C16 1.513 -0.265 3.009  -0.1751
C17 1.066 0.684 1.721  -0.2362
O2 1.766 1.994 1.770  -0.2576
C18 0.930 2.864 0.881  -0.1185
H1 2.460 -2.596 6.559  0.1035
H2 3.047 -3.857 7.878  0.1000
H3 4.137 -3.469 6.377  0.1009
H4 3.586 -5.128 4.220  0.1343
H5 2.958 -3.370 4.510  0.0942
H6 0.752 -3.703 3.535  0.1128
H7 0.646 -5.557 4.073  0.0866
H8 2.616 -6.036 2.148  0.1094
H9 0.773 -5.872 1.699  0.1133
H10 2.869 -3.295 1.483  0.0907
H11 1.034 -3.361 0.987  0.1188
H12 1.539 -4.425 -1.133  0.1030
H13 2.868 -5.602 -0.496  0.1055
H14 3.421 -2.341 -0.765  0.1020
H15 3.314 -3.393 -2.325  0.1034
H16 5.721 -3.534 -2.047  0.1044
H17 5.162 -5.100 -0.991  0.0961
H18 5.015 -3.458 1.135  0.0878
H19 6.818 -3.940 0.487  0.1155
H20 5.304 -1.254 -0.612  0.0919
H21 7.133 -1.680 -0.771  0.1108
H22 7.690 -0.488 1.164  0.1047
H23 5.940 0.212 1.105  0.0955
H24 7.353 -2.111 2.967  0.0976
H25 5.419 -2.173 2.846  0.0614
H26 7.306 -0.070 4.389  0.0718
H27 5.694 -0.936 4.850  0.0708
H28 3.868 0.349 5.105  0.0739
H29 3.423 1.681 3.800  0.0947
H30 3.624 -0.392 1.927  0.1144
H31 3.418 -1.531 3.425  0.0651
H32 1.053 -1.350 2.835  0.0838
H33 1.122 0.143 4.035  0.1131
H34 -0.077 0.904 1.845  0.1115
H35 1.323 0.150 0.689  0.1329
H36 0.001 3.230 1.531  0.1142
H37 1.553 3.758 0.431  0.1050
H38 0.574 2.163 0.002  0.0642
C19 -0.674 3.186 -2.122  -0.1235
O3 -0.494 4.463 -1.521  -0.2089
C20 0.245 5.384 -2.338  -0.1951
C21 -0.676 6.469 -2.917  -0.2097
N2 -1.578 5.930 -3.934  -0.0479
C22 -2.693 6.813 -4.288  -0.1951
C23 -3.651 7.266 -3.164  -0.2134
O4 -4.474 6.224 -2.636  -0.1838
C24 -3.832 5.386 -1.688  -0.0978
H39 -1.019 2.496 -1.347  0.0803
H40 -1.444 3.224 -2.894  0.0684
H41 0.260 2.802 -2.542  0.0936
H42 0.810 4.870 -3.134  0.1247
H43 0.969 5.866 -1.680  0.1173
H44 -0.062 7.262 -3.366  0.1222
H45 -1.229 6.904 -2.080  0.0950
H46 -1.973 5.056 -3.600  0.0653
H47 -3.290 6.278 -5.037  0.0956
H48 -2.288 7.703 -4.789  0.1199
H49 -4.346 7.989 -3.607  0.1160
H50 -3.138 7.804 -2.360  0.1071
H51 -3.121 5.932 -1.060  0.0893
H52 -3.339 4.558 -2.200  0.0664
H53 -4.596 4.947 -1.038  0.0900
C25 0.247 -7.156 6.366  -0.1184
O5 -0.467 -8.230 6.965  -0.1994
C26 -0.639 -8.085 8.383  -0.1999
C27 -2.095 -7.736 8.728  -0.2134
N3 -2.441 -6.377 8.314  -0.0545
C28 -3.879 -6.090 8.305  -0.1960
C29 -4.794 -6.975 7.432  -0.2195
O6 -4.619 -6.797 6.025  -0.1843
C30 -3.507 -7.485 5.475  -0.0981
H54 0.538 -7.467 5.358  0.0859
H55 -0.387 -6.274 6.266  0.0673
H56 1.151 -6.907 6.929  0.0829
H57 0.062 -7.351 8.813  0.1249
H58 -0.408 -9.056 8.822  0.1136
H59 -2.241 -7.827 9.814  0.1203
H60 -2.731 -8.479 8.240  0.0929
H61 -2.091 -6.216 7.374  0.0669
H62 -3.989 -5.055 7.959  0.1192
H63 -4.245 -6.114 9.340  0.1132
H64 -5.827 -6.670 7.638  0.1167
H65 -4.742 -8.036 7.700  0.1057
H66 -3.332 -8.451 5.958  0.0874
H67 -2.617 -6.856 5.533  0.0681
H68 -3.699 -7.664 4.412  0.0897
C31 -5.491 8.856 -10.688  -0.1133
O7 -6.007 7.533 -10.613  -0.1978
C32 -5.519 6.666 -11.648  -0.2005
C33 -4.514 5.648 -11.086  -0.2114
N4 -3.254 6.283 -10.704  -0.0588
C34 -2.383 5.453 -9.867  -0.1925
C35 -2.942 4.931 -8.525  -0.2082
O8 -3.144 5.943 -7.537  -0.1936
C36 -4.340 6.690 -7.692  -0.0948
H69 -6.094 9.489 -10.030  0.0905
H70 -4.463 8.895 -10.329  0.0687
H71 -5.549 9.255 -11.705  0.0863
H72 -5.089 7.230 -12.493  0.1218
H73 -6.385 6.119 -12.024  0.1157
H74 -4.313 4.881 -11.847  0.1227
H75 -4.992 5.158 -10.234  0.0955
H76 -3.452 7.135 -10.188  0.0633
H77 -1.495 6.057 -9.644  0.1196
H78 -2.037 4.598 -10.464  0.1154
H79 -2.186 4.258 -8.102  0.1227
H80 -3.843 4.320 -8.649  0.1086
H81 -5.168 6.083 -8.070  0.0916
H82 -4.160 7.547 -8.343  0.0677
H83 -4.629 7.091 -6.714  0.0814

Computed properties:
Net charge   -1
Maximum force   3.1 eV/Å
DFT total energy   -2241.8494 Eh
Molar mass   700.08 g mol⁻¹
Orbital gap   3.51 eV